DFT (ωB97M-V/def2-TZVPD) results for the molecule C4H6N2O at a distorted geometry.

Structure (XYZ):
```
13
Properties=species:S:1:pos:R:3:forces:R:3
N -2.605486 0.418154 -0.570845 0.66 0.35 0.03
C -1.347553 0.300611 -0.530157 -0.96 -1.03 -0.08
O -0.863413 -0.919129 -0.124134 -0.16 0.48 -0.11
C 0.527212 -1.114029 -0.278823 0.42 -0.09 -0.02
C 1.304005 -0.440519 0.850589 -0.01 -0.12 -0.02
C 1.166345 1.044425 0.691643 -0.19 0.12 -0.08
N 0.330261 1.660554 0.102102 0.26 0.23 0.15
H -2.881361 1.356464 -0.852742 -0.06 -0.10 0.01
H -0.425839 2.037955 -0.453326 0.25 -0.02 0.13
H 0.868676 -0.718320 -1.244788 -0.08 -0.07 0.11
H 0.693615 -2.194917 -0.274597 -0.04 0.16 0.00
H 0.872815 -0.709284 1.821357 0.06 0.04 -0.09
H 2.360723 -0.721971 0.863722 -0.16 0.03 -0.02
```
Forces are in eV/Å.

Results
E: -340.58102 a.u.
Spin multiplicity: 1
Maximum force: 1.410 eV/A
Energy above the lowest of the compared OMol25 structures with the same formula, charge and spin: 5.820 eV
Charge: 0